Entry w
# C4H9F2N

A 2-piece molecular cluster, C4H9F2N overall (wB97M-V/def2-TZVPD, the Open Molecules 2025 dataset).

The geometry in XYZ format:
```
16
Properties=species:S:1:pos:R:3:nbo_charge:R:1
C -1.00 0.09 -2.41 -0.382
C -0.39 -0.87 -1.81 -0.383
C -0.25 -0.97 1.49 -0.681
C 0.89 -0.25 2.41 0.794
N 1.17 1.00 2.01 -0.897
F 1.87 -1.13 2.46 -0.341
F 0.47 -0.31 3.71 -0.371
H -0.08 -0.67 0.30 0.213
H -2.02 0.22 -2.36 0.185
H -0.48 0.98 -2.61 0.190
H 0.67 -1.05 -1.93 0.195
H -0.85 -1.69 -1.29 0.195
H -1.21 -0.56 1.55 0.216
H -0.01 -2.05 1.67 0.238
H 0.51 1.42 1.29 0.417
H 2.20 1.32 2.18 0.412
```

Computed properties:
Molecular weight ... 109.1 u
Spin multiplicity ... 1
HOMO ... -10.26 eV
LUMO level ... 0.8 eV
SMILES ... CC(N)(F)F.C=C
Orbital gap ... 11.085 eV
Total charge ... 0

---

Entry x
# C4H9F2N

A 2-piece molecular cluster, C4H9F2N overall (wB97M-V/def2-TZVPD, the Open Molecules 2025 dataset).

The geometry in XYZ format:
```
16
Properties=species:S:1:pos:R:3:nbo_charge:R:1
C 1.22 -0.58 -1.13 -0.620
C -1.46 -0.11 0.02 -0.710
C 1.10 0.46 -0.10 -0.481
C -0.38 0.85 0.02 0.043
N -0.20 1.91 1.80 0.258
F -1.51 2.19 2.25 -0.289
F 0.15 1.02 2.76 -0.255
H 0.81 -1.64 -0.88 0.209
H 0.53 -0.31 -2.00 0.199
H 2.28 -0.83 -1.62 0.232
H -1.11 -1.17 0.04 0.229
H -2.15 0.18 0.80 0.265
H -1.99 -0.04 -0.93 0.241
H 1.54 0.07 0.80 0.234
H 1.92 1.36 -0.37 0.224
H -0.53 1.89 -0.42 0.222
```

Computed properties:
Molecular weight ... 109.1 u
Spin multiplicity ... 1
HOMO ... -8.97 eV
LUMO level ... 0.7 eV
Orbital gap ... 9.673 eV
Total charge ... 0

---

Least stable of them? entry x.

---

Entry w
# C5H8O3

A single C5H8O3 molecule (wB97M-V/def2-TZVPD, the Open Molecules 2025 dataset).

The geometry in XYZ format:
```
16
Properties=species:S:1:pos:R:3:nbo_charge:R:1
C 0.38 1.02 -0.40 0.096
C -1.11 1.18 0.09 -0.138
C -0.95 -0.92 -0.18 0.074
C -0.04 -1.16 1.14 -0.465
C 0.54 -0.59 -0.06 0.123
H 2.02 1.07 0.11 0.477
H 0.58 1.53 -1.51 0.171
H -1.47 2.08 -0.35 0.201
H -1.09 1.09 1.23 0.209
H -1.14 -1.91 -0.44 0.193
H 0.18 -0.69 2.14 0.234
H -0.28 -2.40 1.19 0.248
H 1.28 -0.97 -1.81 0.482
O 1.25 1.58 0.43 -0.710
O -1.72 0.10 -0.74 -0.484
O 1.58 -1.01 -0.82 -0.712
```

Computed properties:
Molecular weight ... 116.1 u
Spin multiplicity ... 1
HOMO ... -8.64 eV
LUMO level ... 0.7 eV
SMILES ... O[C@@H]1CO[C@@H]2C[C@]12O
Orbital gap ... 9.309 eV
Total charge ... 0

---

Entry x
# C5H8O3

C5H8O3 as an isolated structure (wB97M-V/def2-TZVPD, the Open Molecules 2025 dataset).

The geometry in XYZ format:
```
16
Properties=species:S:1:pos:R:3:nbo_charge:R:1
C 0.52 -0.14 1.94 0.154
C -0.02 0.61 0.62 0.025
C -0.89 0.59 -1.37 -0.084
C -0.41 -0.91 -1.67 -0.081
C 0.36 -0.68 0.44 0.027
H 2.11 1.44 2.06 0.484
H -0.04 -0.62 2.73 0.207
H 0.87 1.41 0.34 0.126
H -0.09 1.21 -1.61 0.171
H -1.79 0.66 -2.03 0.198
H -0.03 -0.85 -2.58 0.181
H -1.17 -1.69 -1.52 0.192
H -0.66 -1.16 0.89 0.141
O 1.58 0.45 2.54 -0.706
O -1.17 0.80 -0.06 -0.515
O 0.83 -1.12 -0.72 -0.519
```

Computed properties:
Molecular weight ... 116.1 u
Spin multiplicity ... 1
HOMO ... -8.77 eV
LUMO level ... 0.5 eV
Orbital gap ... 9.251 eV
Total charge ... 0

---

Entry y
# C5H8O3

A 2-piece molecular cluster, C5H8O3 overall (wB97M-V/def2-TZVPD, the Open Molecules 2025 dataset).

The geometry in XYZ format:
```
16
Properties=species:S:1:pos:R:3:nbo_charge:R:1
C -0.21 2.29 -0.61 -0.659
C 0.28 0.90 -0.86 0.099
C 0.01 -0.34 0.08 0.060
C -0.64 -0.43 1.52 -0.635
C 0.23 -1.75 -0.26 0.740
H 0.64 3.08 -0.80 0.257
H -0.59 2.32 0.55 0.221
H -1.17 2.27 -1.26 0.234
H 0.19 0.62 -1.98 0.203
H 0.16 -0.87 2.30 0.273
H -1.00 0.66 1.63 0.205
H -1.63 -1.13 1.45 0.250
H 1.24 -3.20 -0.90 0.526
O 1.44 0.35 -0.09 -0.477
O 0.92 -2.07 -1.54 -0.666
O 0.11 -2.69 0.77 -0.630
```

Computed properties:
Molecular weight ... 116.1 u
Spin multiplicity ... 1
HOMO ... -10.55 eV
LUMO level ... -0.2 eV
Orbital gap ... 10.365 eV
Total charge ... 0

---

Least stable of them? entry x.

---

Entry w
# C5H8O3

A single C5H8O3 molecule (wB97M-V/def2-TZVPD, the Open Molecules 2025 dataset).

The geometry in XYZ format:
```
16
Properties=species:S:1:pos:R:3:nbo_charge:R:1
C -0.24 -0.04 0.88 0.386
C 0.88 -1.01 -1.12 0.225
C -0.83 -1.08 1.81 -0.638
O 1.56 0.13 -1.59 -0.499
O -0.31 -0.50 -0.49 -0.552
O -0.97 1.13 1.00 -0.718
C 0.64 1.16 -1.68 0.318
C 0.15 2.26 -1.77 -0.402
H -0.67 1.76 0.32 0.498
H 0.83 0.13 1.10 0.130
H 0.51 -1.63 -1.95 0.179
H 1.55 -1.54 -0.44 0.172
H -1.86 -1.26 1.52 0.226
H -0.26 -2.00 1.76 0.207
H -0.81 -0.69 2.82 0.222
H -0.15 3.18 -2.17 0.247
```

Computed properties:
Molecular weight ... 116.1 u
Spin multiplicity ... 1
HOMO ... -9.86 eV
LUMO level ... 0.9 eV
SMILES ... C#COCO[C@H](C)O
Orbital gap ... 10.748 eV
Total charge ... 0

---

Entry x
# C5H8O3

A 3-piece molecular cluster, C5H8O3 overall (wB97M-V/def2-TZVPD, the Open Molecules 2025 dataset).

The geometry in XYZ format:
```
16
Properties=species:S:1:pos:R:3:nbo_charge:R:1
C 0.63 0.26 0.46 -0.104
C 0.88 -1.12 1.01 -0.634
C -1.41 0.59 0.79 0.701
C 0.19 0.51 -0.82 0.332
C -0.40 0.68 -1.96 -0.456
O -2.15 -0.54 0.66 -0.719
O 2.16 0.49 -0.89 -0.936
O -1.81 1.59 1.30 -0.602
H -3.02 -0.38 1.08 0.485
H 2.43 -0.37 -1.25 0.442
H 0.94 1.13 1.04 0.267
H 1.93 -1.18 1.30 0.244
H 0.26 -1.30 1.89 0.236
H 0.66 -1.89 0.27 0.226
H -1.48 0.76 -2.04 0.250
H 0.20 0.77 -2.86 0.267
```

Computed properties:
Molecular weight ... 116.1 u
Spin multiplicity ... 1
HOMO (spin up / spin down) ... -8.18 / -8.18 eV
LUMO level (spin up / spin down) ... 0.3 / 0.3 eV
Orbital gap (spin up / spin down) ... 8.509 / 8.509 eV
Total charge ... 0

---

Least stable of them? entry x.

---

Entry w
# C2ClO2S

A 2-piece molecular cluster, C2ClO2S overall (wB97M-V/def2-TZVPD, the Open Molecules 2025 dataset).

The geometry in XYZ format:
```
6
Properties=species:S:1:pos:R:3:nbo_charge:R:1
C -0.25 -1.41 -0.22 0.287
C 0.63 2.63 -0.04 0.494
O -0.66 -2.58 -0.09 -0.638
O 0.41 2.16 0.99 -0.499
S 1.30 -0.79 -0.11 -0.398
Cl -1.43 -0.01 -0.53 -0.246
```

Computed properties:
Molecular weight ... 123.5 u
Spin multiplicity ... 1
HOMO ... -3.64 eV
LUMO level ... 3.8 eV
Orbital gap ... 7.407 eV
Total charge ... -1

---

Entry x
# C2ClO2S

C2ClO2S as an isolated structure (wB97M-V/def2-TZVPD, the Open Molecules 2025 dataset).

The geometry in XYZ format:
```
6
Properties=species:S:1:pos:R:3:nbo_charge:R:1
C 0.40 1.36 -0.39 0.417
C -0.02 -1.06 -0.18 0.413
O 1.04 1.17 -1.33 -0.487
O 0.87 -1.70 0.20 -0.607
S -0.35 2.00 0.78 0.008
Cl -1.93 -1.77 0.91 -0.744
```

Computed properties:
Molecular weight ... 123.5 u
Spin multiplicity ... 1
HOMO ... -3.76 eV
LUMO level ... 3.2 eV
Orbital gap ... 6.911 eV
Total charge ... -1

---

Least stable of them? entry x.

---

Entry w
# C2H3O2P

A single C2H3O2P molecule (wB97M-V/def2-TZVPD, the Open Molecules 2025 dataset).

The geometry in XYZ format:
```
8
Properties=species:S:1:pos:R:3:nbo_charge:R:1
C -0.33 1.98 -0.65 -0.112
C -0.42 0.91 -0.12 -0.447
O 0.48 -1.53 -0.45 -0.974
O -1.68 -1.70 0.88 -1.028
P -0.54 -0.78 0.55 1.912
H -0.18 3.01 -0.82 0.238
H -0.02 -2.13 -0.99 0.508
H 0.34 -0.61 1.73 -0.097
```

Computed properties:
Molecular weight ... 90.0 u
Spin multiplicity ... 1
HOMO ... -11.02 eV
LUMO level ... 0.6 eV
SMILES ... C#C[P@@H](=O)O
Orbital gap ... 11.586 eV
Total charge ... 0

---

Entry x
# C2H3O2P

A single C2H3O2P molecule (wB97M-V/def2-TZVPD, the Open Molecules 2025 dataset).

The geometry in XYZ format:
```
8
Properties=species:S:1:pos:R:3:nbo_charge:R:1
C -0.74 1.37 -0.39 -0.370
C -0.18 1.72 -1.73 0.797
O 0.01 2.65 -0.87 -0.449
O 0.07 1.31 -2.82 -0.527
P -0.06 0.38 0.93 0.351
H -1.81 1.70 -0.17 0.217
H -0.32 1.30 1.93 -0.019
H -1.30 -0.27 0.67 0.002
```

Computed properties:
Molecular weight ... 90.0 u
Spin multiplicity ... 1
HOMO ... -10.11 eV
LUMO level ... 0.6 eV
SMILES ... O=C1O[C@@H]1P
Orbital gap ... 10.664 eV
Total charge ... 0

---

Entry y
# C2H3O2P

A single C2H3O2P molecule (wB97M-V/def2-TZVPD, the Open Molecules 2025 dataset).

The geometry in XYZ format:
```
8
Properties=species:S:1:pos:R:3:nbo_charge:R:1
C 0.79 1.01 0.66 0.203
C -0.59 -0.88 -1.04 0.152
O 1.22 0.80 1.73 -0.491
O -1.24 -1.90 -1.08 -0.500
P -0.96 0.39 0.23 0.368
H 1.32 1.74 -0.03 0.120
H 0.16 -0.77 -1.78 0.134
H -0.69 -0.41 1.31 0.015
```

Computed properties:
Molecular weight ... 90.0 u
Spin multiplicity ... 1
HOMO ... -9.79 eV
LUMO level ... 0.2 eV
SMILES ... O=CPC=O
Orbital gap ... 10.010 eV
Total charge ... 0

---

Entry z
# C2H3O2P

A 2-piece molecular cluster, C2H3O2P overall (wB97M-V/def2-TZVPD, the Open Molecules 2025 dataset).

The geometry in XYZ format:
```
8
Properties=species:S:1:pos:R:3:nbo_charge:R:1
C -0.39 0.31 0.86 -0.314
C 0.33 0.43 -0.13 -0.224
O 1.28 4.25 1.76 -0.999
O 2.05 2.01 0.59 -0.985
P 1.06 3.01 1.00 1.979
H -1.03 0.48 1.81 0.265
H -0.55 3.37 0.73 0.007
H 1.10 0.57 -0.92 0.271
```

Computed properties:
Molecular weight ... 90.0 u
Spin multiplicity ... 1
HOMO ... -10.39 eV
LUMO level ... -0.7 eV
SMILES ... O=[PH]=O.C#C
Orbital gap ... 9.680 eV
Total charge ... 0

---

Least stable of them? entry z.

---

Entry w
# Cl2H3PSi

A single Cl2H3PSi molecule (wB97M-V/def2-TZVPD, the Open Molecules 2025 dataset).

The geometry in XYZ format:
```
7
Properties=species:S:1:pos:R:3:nbo_charge:R:1
Si -1.41 0.05 -0.51 0.961
P 0.52 0.76 0.42 -0.154
Cl -2.81 1.28 0.14 -0.357
Cl -1.91 -1.74 0.25 -0.369
H -1.57 -0.14 -2.01 -0.138
H 0.82 -0.64 0.32 0.017
H 0.09 0.82 1.81 0.039
```

Computed properties:
Molecular weight ... 133.0 u
Spin multiplicity ... 1
HOMO ... -9.91 eV
LUMO level ... 0.7 eV
SMILES ... P[SiH](Cl)Cl
Orbital gap ... 10.641 eV
Total charge ... 0

---

Entry x
# Cl2H3PSi

A 2-piece molecular cluster, Cl2H3PSi overall (wB97M-V/def2-TZVPD, the Open Molecules 2025 dataset).

The geometry in XYZ format:
```
7
Properties=species:S:1:pos:R:3:nbo_charge:R:1
Si 3.21 0.53 0.12 0.878
P -0.92 -0.60 0.10 0.031
Cl 4.36 1.63 -1.17 -0.443
Cl 4.36 -0.89 0.86 -0.417
H -0.49 -1.73 0.68 -0.023
H -1.23 0.01 1.29 -0.013
H 0.44 -0.05 0.09 -0.013
```

Computed properties:
Molecular weight ... 133.0 u
Spin multiplicity ... 1
HOMO ... -9.27 eV
LUMO level ... -0.7 eV
Orbital gap ... 8.591 eV
Total charge ... 0

---

Least stable of them? entry x.